## i
Density functional theory data (ωB97M-V with the def2-TZVPD basis set) for 2 unconnected molecules or ions with the total composition C17H25BrO8P2.

2S+1: 1

Element x y z (Å)
1 C -0.049 0.146 -3.120
2 C -0.948 0.927 -2.574
3 C -2.159 1.711 -1.889
4 O -3.018 2.463 -2.833
5 C -3.185 3.804 -2.313
6 O -3.186 4.927 -2.886
7 C -3.316 3.485 -0.705
8 P -4.948 2.513 -0.547
9 O -4.807 1.439 0.792
10 Br -6.522 4.104 0.001
11 C -1.897 2.653 -0.608
12 C -1.547 1.907 0.779
13 C -0.053 1.300 0.868
14 C 0.363 1.342 2.461
15 C 0.595 -0.170 2.991
16 C 1.889 -0.312 3.976
17 O 3.085 -0.722 3.207
18 C 4.127 -1.142 4.090
19 C 5.468 -1.840 3.481
20 O 4.087 -1.016 5.361
21 P -0.648 4.114 -0.783
22 O 0.413 3.703 -1.843
23 H 0.535 -0.659 -3.716
24 H -2.812 0.851 -1.444
25 H -3.423 4.414 -0.038
26 H -4.956 1.973 1.611
27 H -2.273 0.996 0.852
28 H -1.833 2.623 1.634
29 H 0.755 1.909 0.323
30 H 0.031 0.215 0.470
31 H 1.370 1.907 2.623
32 H -0.418 1.897 3.096
33 H -0.377 -0.481 3.559
34 H 0.746 -0.948 2.150
35 H 1.626 -1.189 4.698
36 H 2.128 0.662 4.539
37 H 5.316 -2.988 3.422
38 H 6.351 -1.653 4.194
39 H 5.721 -1.406 2.433
40 H 0.011 4.261 0.510
41 H -1.291 5.370 -1.039
42 O 0.756 -3.012 -0.947
43 C 0.789 -3.559 -2.021
44 O 1.310 -2.997 -3.149
45 C 1.087 -3.873 -4.259
46 C 0.888 -5.241 -3.654
47 C 0.232 -4.921 -2.329
48 H 0.204 -3.527 -4.805
49 H 1.950 -3.845 -4.928
50 H 0.298 -5.909 -4.284
51 H 1.859 -5.714 -3.477
52 H -0.855 -4.849 -2.420
53 H 0.508 -5.642 -1.559

=====

## ii
Density functional theory data (ωB97M-V with the def2-TZVPD basis set) for 2 unconnected molecules or ions with the total composition C17H25BrO8P2.

2S+1: 1

Element x y z (Å)
1 C -2.123 -0.060 -1.772
2 C -1.259 0.591 -2.303
3 C -0.249 1.462 -2.882
4 O -0.546 1.842 -4.245
5 C 0.598 1.729 -4.979
6 O 0.603 1.495 -6.144
7 C 1.764 1.887 -4.016
8 P 1.807 3.741 -3.628
9 O 2.702 3.818 -2.269
10 Br 3.362 4.224 -5.159
11 C 1.210 0.955 -2.896
12 C 1.885 0.978 -1.514
13 C 1.352 -0.094 -0.548
14 C 2.366 -0.528 0.527
15 C 1.968 -0.164 1.967
16 C 2.317 -1.227 2.993
17 O 1.213 -2.151 3.035
18 C 1.251 -3.069 4.006
19 C -0.002 -3.894 4.035
20 O 2.173 -3.190 4.763
21 P 1.404 -0.777 -3.581
22 O 0.235 -1.676 -3.512
23 H -2.938 -0.495 -1.256
24 H -0.255 2.378 -2.274
25 H 2.718 1.610 -4.459
26 H 3.628 3.572 -2.392
27 H 1.699 1.955 -1.069
28 H 2.968 0.904 -1.649
29 H 1.022 -0.978 -1.098
30 H 0.461 0.292 -0.051
31 H 2.493 -1.613 0.477
32 H 3.346 -0.093 0.307
33 H 2.457 0.765 2.272
34 H 0.892 0.016 2.028
35 H 2.457 -0.802 3.986
36 H 3.217 -1.783 2.720
37 H -0.731 -3.395 4.675
38 H 0.232 -4.864 4.467
39 H -0.431 -4.010 3.042
40 H 2.531 -1.216 -2.858
41 H 1.937 -0.580 -4.866
42 O -1.707 0.011 1.920
43 C -2.900 0.061 1.953
44 O -3.676 -0.663 1.105
45 C -5.065 -0.340 1.290
46 C -5.157 0.227 2.703
47 C -3.789 0.891 2.859
48 H -5.350 0.393 0.532
49 H -5.646 -1.247 1.142
50 H -6.000 0.901 2.833
51 H -5.257 -0.587 3.421
52 H -3.782 1.917 2.488
53 H -3.402 0.879 3.874

=====

Calculated relative energies: i 5.879; ii 0.000, given in eV

=====

## i
Density functional theory data (ωB97M-V with the def2-TZVPD basis set) for 2 unconnected molecules or ions with the total composition C2H6N2O4.

2S+1: 1

Element x y z (Å)
1 C -11.980 11.295 -23.598
2 N -11.250 11.790 -22.406
3 O -11.107 11.045 -21.533
4 O -11.072 13.021 -22.311
5 H -12.672 10.492 -23.345
6 H -11.192 11.154 -24.337
7 H -12.600 12.101 -23.991
8 C -13.578 13.784 -19.696
9 N -14.615 14.822 -19.705
10 O -15.755 14.548 -19.595
11 O -14.230 15.910 -19.962
12 H -14.045 12.904 -19.252
13 H -12.780 14.087 -19.018
14 H -13.110 13.715 -20.679

=====

## ii
Density functional theory data (ωB97M-V with the def2-TZVPD basis set) for 2 unconnected molecules or ions with the total composition C2H6N2O4.

2S+1: 1

Element x y z (Å)
1 C -2.918 0.875 -0.563
2 N -1.667 0.127 -0.344
3 O -1.410 -0.784 -1.089
4 O -0.916 0.517 0.515
5 H -2.756 1.663 -1.294
6 H -3.236 1.335 0.365
7 H -3.639 0.151 -0.932
8 C 1.993 -0.547 -0.065
9 N 2.825 -0.621 1.153
10 O 3.922 -0.135 1.121
11 O 2.334 -1.125 2.126
12 H 1.514 0.426 -0.013
13 H 1.286 -1.363 -0.065
14 H 2.668 -0.519 -0.915

=====

Calculated relative energies: i 0.567; ii 0.000, given in eV

=====

## i
Density functional theory data (ωB97M-V with the def2-TZVPD basis set) for C5H7FN2 in the gas phase.

2S+1: 1

Element x y z (Å)
1 C 1.327 1.863 0.500
2 C 0.771 0.682 0.745
3 C -0.020 1.469 -1.147
4 C -0.721 -0.892 -0.564
5 C -0.575 -1.846 0.611
6 N 0.845 2.361 -0.749
7 N -0.067 0.372 -0.338
8 F 0.674 -2.387 0.545
9 H 1.911 2.480 1.090
10 H 0.996 0.126 1.652
11 H -0.501 -1.291 -1.520
12 H -1.504 -2.504 0.435
13 H -1.859 -0.620 -0.643
14 H -0.622 1.424 -2.128
15 H -0.655 -1.236 1.508

=====

## ii
Density functional theory data (ωB97M-V with the def2-TZVPD basis set) for C5H7FN2 in the gas phase.

2S+1: 1

Element x y z (Å)
1 C 1.870 -1.009 -0.198
2 C 2.516 0.206 0.234
3 C 0.462 -1.095 -0.093
4 C -1.717 1.215 -0.447
5 C -1.642 -0.076 0.426
6 N 2.270 1.417 0.341
7 N -0.210 -0.254 0.558
8 F -2.427 -1.047 -0.102
9 H 2.423 -2.020 -0.388
10 H 3.441 -0.015 0.810
11 H 0.114 -1.877 -0.681
12 H -2.164 0.988 -1.336
13 H -2.276 2.029 0.080
14 H -0.698 1.568 -0.684
15 H -1.962 -0.030 1.481

=====

Calculated relative energies: i 0.000; ii 3.479, given in eV

=====

## i
Density functional theory data (ωB97M-V with the def2-TZVPD basis set) for C5H7FN2 in the gas phase.

2S+1: 1

Element x y z (Å)
1 C 1.988 -0.504 0.306
2 C 0.700 -0.046 0.323
3 C 0.146 0.838 -0.815
4 C -1.853 -0.494 -0.327
5 C -0.275 -0.127 1.441
6 H 2.468 -0.948 1.166
7 H 0.036 1.918 -0.330
8 H 0.910 0.957 -1.663
9 H -1.295 0.017 -2.297
10 H -2.763 -1.068 -0.793
11 H 0.060 -0.855 2.180
12 H -0.351 0.867 1.943
13 N -1.137 0.293 -1.310
14 N -1.522 -0.625 0.944
15 F 2.890 -0.224 -0.768

=====

## ii
Density functional theory data (ωB97M-V with the def2-TZVPD basis set) for C5H7FN2 in the gas phase.

2S+1: 1

Element x y z (Å)
1 C -0.369 -0.950 0.332
2 C 1.931 -0.151 0.411
3 C -0.646 1.071 -0.561
4 C 3.150 0.085 -0.344
5 C -2.647 0.001 0.332
6 N 0.881 -0.741 0.236
7 N -1.273 0.129 0.126
8 F -1.499 2.197 -0.585
9 H -0.832 -1.934 0.493
10 H 3.891 -0.733 -0.053
11 H 2.881 0.037 -1.455
12 H 3.673 1.018 -0.010
13 H -2.909 -0.572 1.138
14 H -3.081 0.940 0.546
15 H -3.149 -0.398 -0.606

=====

## iii
Density functional theory data (ωB97M-V with the def2-TZVPD basis set) for C5H7FN2 in the gas phase.

2S+1: 1

Element x y z (Å)
1 C -1.520 0.139 0.152
2 C -0.727 -1.036 0.397
3 C 1.298 -0.103 -0.381
4 C 0.663 1.270 -0.238
5 C -0.619 1.450 -0.104
6 H -2.350 0.126 0.965
7 H -0.430 -1.288 1.564
8 H -1.381 -1.853 0.084
9 H 1.022 -1.991 -0.140
10 H 3.310 0.362 0.209
11 H 1.175 2.120 -0.470
12 H -0.917 2.535 -0.075
13 N 0.354 -1.093 -0.674
14 N 2.563 -0.384 -0.386
15 F -2.441 -0.254 -0.902

=====

Calculated relative energies: i 0.000; ii 3.200; iii 2.001, given in eV